1.
{
  "formula": "C51H62B2MnN12S3",
  "method": "ωB97M-V/def2-TZVPD",
  "lumo_energy_ev": [-4.706, -2.202],
  "multiplicity": 5,
  "total_charge": 1,
  "s2": 6.2150,
  "homo_lumo_gap_ev": [4.92, 7.43],
  "species": ["N", "H", "C", "H", "H", "N", "B", "C", "H", "H", "C", "H", "H", "H", "H", "H", "H", "H", "B", "C", "C", "C", "C", "H", "C", "C", "H", "C", "C", "H", "C", "N", "N", "H", "N", "H", "C", "C", "N", "H", "C", "H", "C", "N", "H", "H", "H", "C", "H", "H", "C", "H", "C", "Mn", "C", "C", "H", "N", "H", "C", "H", "C", "H", "H", "H", "H", "C", "H", "H", "C", "C", "H", "H", "H", "H", "H", "H", "C", "H", "C", "H", "N", "H", "N", "C", "H", "S", "H", "H", "N", "C", "C", "C", "C", "H", "C", "H", "C", "H", "H", "C", "H", "C", "H", "H", "C", "H", "H", "C", "C", "C", "C", "N", "C", "C", "H", "H", "C", "C", "C", "H", "C", "C", "H", "C", "S", "H", "C", "H", "S", "H"],
  "xyz": [[-0.06, 2.08, -2.04], [3.47, -3.48, -1.49], [-5.10, 3.44, 0.20], [-4.13, 1.85, 3.79], [-0.71, 4.95, -3.42], [1.63, 0.18, -2.22], [-0.51, -1.12, 3.85], [-3.32, 2.01, 1.01], [-3.40, -3.33, -0.95], [-4.26, -2.47, -5.08], [-3.36, -3.68, -1.98], [2.26, 1.53, 0.26], [-5.70, -2.29, -2.43], [-1.19, -5.48, 2.25], [1.33, 4.84, 0.59], [-2.39, -4.13, -2.16], [4.48, 2.24, 3.84], [-3.15, -3.80, -4.71], [0.17, 0.58, -1.93], [1.88, -0.53, 4.65], [-0.49, 4.10, -2.82], [0.31, -3.89, -2.50], [4.31, 2.40, 2.79], [5.52, 4.28, 0.25], [-0.51, -3.63, 1.21], [5.53, -0.83, -0.67], [-1.76, 6.45, -1.95], [1.79, -1.28, 5.93], [0.23, -5.26, -2.69], [2.02, 1.20, -4.08], [-4.49, 2.74, 1.23], [-0.65, -2.38, 2.98], [1.27, 0.24, 2.65], [6.33, -2.77, -2.51], [-1.68, 0.41, 2.17], [-0.82, 7.48, -0.87], [0.06, -3.35, -1.25], [-1.45, -3.95, 4.76], [-2.43, -1.70, -3.14], [-4.83, -3.86, -4.19], [-1.80, -1.04, -2.15], [0.55, -3.23, -3.33], [5.11, 3.31, 2.12], [0.90, -0.52, 3.72], [-1.10, 4.57, 1.26], [-1.74, 0.40, 6.23], [-3.46, 0.76, 6.08], [3.87, 2.92, 0.12], [3.67, 3.12, -0.93], [0.99, 6.57, 0.56], [-2.65, 0.17, 5.68], [-4.58, -1.21, -1.59], [2.49, 0.75, 2.93], [-0.09, -0.25, 1.04], [-4.56, 3.42, -1.08], [4.25, -2.98, -0.92], [5.90, 3.82, 2.65], [-0.33, 4.17, -1.45], [2.74, -1.20, 6.46], [-0.07, 2.93, -0.98], [-1.87, 1.49, -0.46], [-2.51, 0.46, 4.23], [0.00, 0.33, -0.79], [-2.33, -3.37, 5.06], [3.83, 0.45, 4.68], [3.89, -2.79, 0.08], [-0.09, -6.08, -1.62], [-0.70, -1.43, 4.98], [-1.71, -5.00, 4.81], [-1.03, -3.61, 3.37], [-3.28, 1.28, 3.44], [-2.95, 2.69, -2.29], [0.11, -2.28, -1.13], [6.05, -1.24, -3.29], [-5.05, 3.96, -1.88], [5.90, 0.07, -1.17], [1.74, 5.80, -0.84], [3.55, -0.14, -3.26], [-0.55, -6.19, 0.45], [2.37, -0.64, -1.46], [-2.88, -0.89, 5.85], [-0.82, -0.28, -2.71], [4.37, -0.15, -3.94], [-0.34, -2.37, 1.66], [-0.38, 5.41, -0.62], [-0.42, 2.37, -4.15], [0.18, 2.50, 0.65], [1.00, -0.89, 6.57], [4.93, -0.52, 0.19], [3.54, -0.90, -2.10], [-3.64, -2.57, -2.98], [4.90, 3.57, 0.77], [4.71, -1.69, -1.62], [-0.25, -4.15, -0.16], [-6.01, 3.99, 0.40], [-3.39, 2.72, -1.30], [-1.62, 6.23, 0.92], [3.28, 1.71, 2.13], [6.39, -1.39, -0.30], [5.10, -3.65, -0.85], [3.08, 2.00, 0.79], [-0.14, -0.04, -4.75], [-0.78, 6.59, -1.50], [-0.66, -3.75, 5.48], [-2.16, -1.75, -5.29], [-0.34, 2.81, -3.18], [-0.15, -7.15, -1.75], [-0.05, 6.79, -2.29], [5.55, -2.09, -2.84], [-2.78, 2.03, -0.27], [-0.32, -5.53, -0.37], [2.38, 0.51, -3.33], [-1.55, -0.06, 3.44], [-2.75, 1.25, 2.15], [-1.85, -1.35, -4.35], [-4.95, 2.77, 2.20], [-4.12, -4.45, -2.10], [-0.95, -4.43, 2.27], [2.90, 0.26, 4.18], [-0.85, -0.49, -4.08], [-2.37, 4.87, 0.07], [-3.97, -3.20, -4.33], [1.01, 5.66, -0.04], [-5.00, -0.91, -3.28], [-4.80, -1.68, -2.54], [-2.16, -1.17, -0.49], [4.94, -2.59, -3.59], [-1.43, 5.25, 0.48], [1.58, -2.34, 5.76], [1.98, -1.22, 0.12], [0.42, -5.69, -3.67]],
  "mulliken_spin": [0.007, 0.000, -0.001, 0.000, 0.000, -0.004, -0.143, 0.032, 0.000, 0.000, 0.002, -0.042, 0.000, 0.001, 0.000, -0.001, 0.000, 0.000, 0.077, 0.011, -0.002, 0.003, 0.000, 0.000, -0.007, 0.000, 0.000, -0.001, 0.001, 0.000, 0.001, 0.028, 0.027, 0.000, -0.113, 0.000, 0.031, -0.001, 0.000, 0.000, 0.009, 0.000, 0.000, 0.023, -0.001, 0.001, 0.000, 0.001, 0.000, 0.001, -0.001, -0.001, -0.001, 4.177, 0.002, -0.016, 0.000, -0.004, 0.000, 0.008, -0.056, 0.021, 0.028, 0.000, 0.001, 0.011, 0.000, 0.000, 0.000, 0.010, 0.007, 0.000, -0.044, 0.000, 0.000, 0.000, 0.000, 0.001, 0.000, 0.023, 0.001, 0.003, 0.000, 0.006, -0.003, 0.000, 0.037, 0.000, -0.001, -0.006, -0.004, 0.001, -0.006, 0.008, 0.000, 0.001, 0.000, 0.000, 0.001, -0.001, 0.020, 0.001, 0.000, 0.000, 0.000, 0.004, 0.000, 0.000, 0.001, 0.031, 0.000, 0.000, 0.044, -0.025, 0.000, 0.000, 0.000, 0.012, 0.010, 0.001, 0.000, 0.000, 0.001, 0.000, 0.001, -0.039, 0.000, 0.004, 0.000, -0.208, 0.000]
}



2.
{
  "formula": "C51H62BO3",
  "method": "ωB97M-V/def2-TZVPD",
  "lumo_energy_ev": 2.114,
  "total_charge": -1,
  "homo_lumo_gap_ev": 6.11,
  "species": ["C", "H", "H", "H", "C", "H", "C", "H", "C", "H", "H", "H", "C", "C", "C", "C", "H", "H", "H", "H", "H", "C", "H", "C", "H", "H", "C", "C", "H", "H", "H", "H", "H", "H", "C", "C", "C", "C", "H", "H", "C", "O", "C", "H", "C", "H", "C", "H", "C", "H", "H", "H", "O", "H", "H", "C", "H", "H", "H", "C", "C", "C", "H", "C", "C", "H", "H", "H", "H", "C", "C", "C", "C", "C", "C", "C", "H", "C", "H", "C", "H", "H", "H", "H", "C", "C", "C", "C", "C", "C", "H", "C", "H", "H", "H", "C", "C", "H", "H", "C", "C", "C", "H", "H", "H", "H", "H", "H", "O", "B", "H", "H", "C", "H", "H", "C", "C"],
  "xyz": [[-0.22, -0.74, 0.42], [1.95, -1.17, 1.54], [-2.31, 2.83, 0.68], [-1.89, -12.29, 0.09], [3.29, 6.14, 1.02], [4.42, -0.97, 0.49], [-0.25, 7.95, -1.82], [8.49, -3.45, -3.15], [-1.82, -11.21, 0.08], [0.32, -11.18, 0.00], [-0.20, -1.83, 0.50], [-8.30, 1.15, -3.06], [1.29, -2.69, 6.40], [3.06, 8.46, 2.53], [6.09, -1.14, -2.51], [-2.07, 9.16, -2.83], [3.93, 2.47, -0.29], [-1.60, -7.35, 0.04], [-0.79, 6.24, -0.65], [1.13, -0.51, -1.26], [1.28, 0.72, -0.04], [0.65, -1.71, 5.65], [5.02, 1.77, -1.52], [-5.10, 1.20, -4.19], [-3.80, -8.46, 0.14], [0.97, 8.36, 2.06], [4.30, 7.86, 2.37], [2.05, 6.74, 1.18], [5.38, 6.22, 1.50], [-6.93, 2.09, -4.89], [5.18, 8.29, 2.83], [-2.63, -2.71, 1.82], [6.69, -2.95, -1.54], [-1.11, -0.29, -1.49], [-0.71, 9.00, -2.61], [3.56, -0.30, 0.46], [-4.60, -3.16, 1.11], [-2.23, 0.87, 0.01], [-3.95, -10.93, 0.16], [0.00, 2.42, -1.18], [-1.43, -0.36, -0.46], [-0.62, 2.12, 1.49], [6.32, -0.28, -3.58], [7.51, 0.11, -5.33], [-1.66, -8.43, 0.06], [5.30, -0.92, -1.81], [-3.37, -3.48, 1.67], [-4.04, 8.41, -2.41], [1.93, 7.90, 1.93], [3.58, 0.37, 1.32], [-0.32, -0.34, 1.42], [-2.11, -1.21, -0.41], [3.64, 0.47, -0.74], [8.91, -1.91, -5.05], [-1.53, 3.43, -1.40], [-0.58, -10.58, 0.03], [-2.88, 1.15, -0.83], [5.71, 0.60, -3.70], [5.25, 1.38, 0.18], [-6.64, 0.15, -2.13], [-6.47, 1.47, -4.14], [0.46, -1.90, 4.29], [-2.15, -5.05, 2.47], [-5.56, -4.14, 0.91], [1.11, -0.33, -0.19], [2.97, 9.36, 3.11], [-3.45, 0.20, -3.26], [-2.91, 0.58, 0.81], [-6.03, -6.23, 1.10], [-3.10, -4.80, 2.03], [-5.28, -5.46, 1.26], [4.50, 1.59, -0.58], [-2.98, -10.44, 0.12], [-0.81, 2.98, -0.72], [6.87, -2.28, -2.36], [0.90, -3.07, 3.68], [-7.24, -0.25, -1.33], [-2.97, 8.28, -2.25], [1.39, 2.71, 0.70], [-2.51, 7.23, -1.46], [1.44, -2.55, 7.47], [-0.01, 9.70, -3.05], [-3.84, -6.81, 2.11], [-2.43, 9.98, -3.44], [7.33, -0.56, -4.49], [8.12, -1.70, -4.34], [2.26, -1.07, 0.50], [4.41, 6.69, 1.62], [-1.50, 2.15, 0.38], [-5.28, -0.11, -2.19], [2.37, -2.07, 0.09], [1.74, -3.85, 5.79], [1.18, 6.29, 0.72], [0.46, -8.71, -0.03], [-0.04, -1.14, 3.71], [-1.15, 7.07, -1.25], [-4.06, -5.78, 1.83], [-4.50, 1.62, -4.99], [0.81, 7.83, -1.65], [-7.23, 0.94, -3.11], [1.55, -4.04, 4.43], [-0.50, -9.20, 0.01], [-6.51, -3.89, 0.47], [2.25, -4.61, 6.38], [1.91, -4.94, 3.95], [-3.21, 6.54, -1.01], [3.37, 5.23, 0.44], [0.75, -3.21, 2.62], [-0.21, 4.01, 0.06], [0.35, 3.22, 1.19], [0.31, -0.80, 6.13], [-4.81, -2.13, 0.83], [7.88, -2.56, -3.27], [0.74, 3.86, 2.15], [-4.81, -0.72, -1.43], [-4.51, 0.41, -3.22], [-2.90, -9.06, 0.11]],
  "lowdin_charge": [-0.209, 0.094, 0.137, 0.097, -0.074, 0.110, -0.088, 0.095, -0.104, 0.098, 0.095, 0.096, -0.104, -0.113, -0.074, -0.117, 0.075, 0.101, 0.083, 0.114, 0.077, -0.090, 0.069, -0.093, 0.092, 0.100, -0.117, -0.076, 0.094, 0.096, 0.091, 0.098, 0.099, 0.099, -0.108, -0.228, -0.090, -0.138, 0.098, 0.113, -0.184, -0.073, -0.087, 0.097, -0.091, 0.085, -0.084, 0.093, -0.090, 0.121, 0.097, 0.080, -0.223, 0.095, 0.117, -0.102, 0.089, 0.100, 0.082, -0.097, -0.104, -0.081, 0.100, -0.097, -0.202, 0.091, 0.102, 0.106, 0.096, -0.090, -0.104, -0.100, -0.099, -0.178, -0.092, -0.099, 0.097, -0.111, 0.062, -0.088, 0.096, 0.093, 0.091, 0.091, -0.101, -0.109, -0.169, -0.104, -0.367, -0.093, 0.108, -0.108, 0.089, 0.101, 0.100, -0.072, -0.109, 0.100, 0.098, -0.105, -0.102, -0.095, 0.098, 0.095, 0.096, 0.102, 0.101, 0.091, -0.148, -0.637, 0.103, 0.093, -0.107, 0.052, 0.089, -0.091, -0.099]
}



3.
{
  "formula": "C51H62FN4O3P3Pd",
  "method": "ωB97M-V/def2-TZVPD",
  "lumo_energy_ev": [-4.059, -6.577],
  "multiplicity": 5,
  "total_charge": 2,
  "s2": 6.0180,
  "homo_lumo_gap_ev": [7.58, 6.93],
  "species": ["C", "H", "H", "H", "C", "C", "H", "H", "C", "N", "C", "C", "P", "C", "H", "H", "C", "C", "C", "C", "H", "H", "H", "C", "H", "C", "C", "C", "H", "C", "C", "H", "C", "C", "H", "H", "H", "H", "H", "C", "F", "C", "H", "P", "H", "C", "H", "C", "C", "H", "H", "C", "H", "C", "N", "C", "O", "C", "C", "C", "Pd", "O", "H", "H", "H", "H", "H", "H", "H", "H", "C", "C", "H", "C", "H", "P", "H", "C", "C", "H", "H", "H", "H", "C", "H", "H", "C", "C", "C", "C", "H", "H", "C", "H", "C", "H", "H", "H", "C", "H", "H", "C", "H", "H", "C", "H", "H", "N", "H", "H", "C", "H", "O", "H", "H", "C", "H", "H", "C", "H", "C", "C", "N", "C", "H"],
  "xyz": [[-0.29, 2.70, -4.09], [-2.52, -3.45, 3.40], [-2.01, -3.36, -3.01], [-4.33, -2.08, -4.60], [1.80, 1.63, -3.32], [3.39, -2.53, 1.43], [5.49, 2.32, -2.40], [-4.43, -2.41, 4.59], [-2.46, -1.25, -2.85], [-3.62, -1.38, 0.99], [1.44, -3.42, 2.49], [0.25, 2.73, -5.36], [-2.97, -0.59, -0.27], [-0.43, 0.22, 3.90], [0.92, -3.06, 0.16], [3.36, 6.26, 0.33], [-1.17, 0.32, 5.08], [3.12, 2.60, -1.09], [-3.59, 1.69, -1.46], [-0.78, -0.44, 6.19], [2.95, 4.27, 1.80], [3.66, -1.53, -2.95], [0.57, -2.02, 7.02], [3.17, 0.27, 2.74], [-4.10, 1.25, 1.78], [-4.70, 2.75, -1.64], [4.86, 1.90, 2.20], [4.45, -0.81, -3.12], [-4.58, -3.88, -2.15], [-5.17, -1.25, 2.89], [1.00, -1.47, 4.96], [1.65, -2.25, -0.96], [-2.42, -2.54, -3.63], [-2.92, -2.52, 1.55], [-5.46, -0.33, 0.92], [-1.98, 1.03, 5.18], [6.67, 1.76, 3.33], [-1.78, -2.43, -4.53], [5.58, -2.26, -4.23], [-4.08, 3.17, 0.70], [2.90, -0.24, -0.59], [1.52, 2.18, -5.63], [0.77, 2.64, 1.03], [1.65, -0.64, 2.36], [-3.59, 1.04, -2.34], [-3.91, -2.89, -3.99], [0.10, 2.07, -2.09], [1.82, -4.71, 2.08], [0.69, -0.64, 3.87], [4.72, -4.09, 0.56], [7.56, -0.85, -4.39], [-5.06, -1.26, 1.37], [-2.63, 2.18, -1.50], [2.32, 1.68, -4.61], [-3.34, -1.30, -1.69], [0.28, -1.37, 6.15], [2.64, 1.89, 1.20], [2.21, -2.31, 2.11], [-4.33, -2.41, 3.52], [5.48, 1.32, -2.80], [0.46, -0.03, 0.43], [-0.01, 2.18, 0.62], [3.28, 3.50, -2.97], [1.76, -2.22, 4.90], [-5.46, 2.42, -2.34], [-0.13, 2.68, -0.22], [-4.83, -3.30, 3.07], [-4.27, 3.68, -2.06], [3.35, 1.33, -4.80], [-1.91, -2.50, 1.11], [3.33, 5.22, -0.09], [5.31, 0.19, 3.91], [-5.22, -1.71, -1.00], [3.38, 3.69, -1.93], [7.48, 1.49, -3.47], [2.80, 1.01, -1.88], [-3.43, -3.41, 1.24], [5.66, 1.34, 3.20], [0.52, 2.09, -3.07], [-5.85, -3.12, -3.10], [-2.52, 1.80, 1.21], [-0.38, 3.13, -6.13], [-3.97, -3.84, -4.53], [-2.89, -2.49, 3.07], [-5.58, -2.15, 0.96], [3.75, 5.77, -2.12], [4.06, -0.30, 3.68], [5.57, -1.28, -3.82], [6.68, -0.46, -3.93], [4.37, 0.48, -2.61], [-6.01, 2.42, 0.02], [-2.20, -1.73, 3.46], [2.97, -4.92, 1.38], [-1.24, 3.10, -3.83], [6.62, 0.84, -3.47], [1.90, 2.29, -6.66], [6.04, -0.20, 4.64], [0.61, -3.29, 3.14], [3.52, 4.97, -1.45], [-0.75, 0.80, 3.02], [1.23, -5.59, 2.32], [3.06, 4.17, 0.75], [3.26, -5.92, 1.10], [4.08, -1.70, 1.18], [-3.55, 1.76, 0.96], [-5.68, 4.18, -0.35], [-5.25, -0.94, -2.58], [-1.29, -0.29, -0.27], [-2.83, -0.45, -3.50], [-4.38, 3.63, 1.63], [3.60, 1.39, 2.02], [3.72, -1.19, 4.17], [0.79, -2.44, -0.58], [-4.95, -0.22, 3.29], [5.21, 2.75, 1.70], [2.99, 2.87, 0.27], [-6.24, -1.50, 2.94], [-3.35, 3.84, 0.31], [-5.25, 3.18, -0.27], [-1.42, -0.96, -2.52], [3.79, -3.87, 1.08], [-4.75, -1.69, -1.95], [-3.71, 0.90, -0.25], [-4.82, -2.99, -2.73], [-1.33, -0.31, 7.10]],
  "mulliken_spin": [-0.020, -0.001, 0.001, 0.000, 0.149, 0.022, 0.002, 0.000, 0.039, -0.005, 0.021, 0.034, -0.043, -0.008, -0.018, 0.001, -0.001, -0.016, 0.007, 0.002, 0.000, 0.001, 0.000, -0.011, 0.009, 0.007, 0.004, 0.056, 0.000, 0.000, 0.007, -0.002, -0.004, 0.012, -0.001, 0.000, 0.000, 0.000, 0.000, -0.003, 0.068, -0.013, -0.015, 0.124, -0.005, 0.000, 0.049, -0.006, 0.029, 0.000, 0.001, 0.006, 0.009, 0.043, 0.017, 0.001, 0.008, -0.015, 0.000, 0.007, 1.124, 0.074, 0.002, 0.002, -0.001, -0.015, 0.000, 0.000, 0.008, -0.004, 0.008, 0.002, 0.001, -0.001, 0.000, 0.634, 0.002, -0.001, 0.006, 0.001, -0.013, 0.002, 0.000, 0.005, 0.001, 0.000, 0.014, 0.004, 0.004, -0.020, 0.001, -0.002, 0.015, 0.000, -0.003, 0.002, 0.000, 0.004, 0.006, 0.010, 0.000, 0.004, 0.000, 0.003, 0.050, 0.000, 0.002, 1.438, -0.004, 0.001, -0.021, 0.002, 0.078, 0.000, 0.000, -0.005, 0.000, 0.000, 0.003, -0.006, -0.004, 0.003, 0.037, 0.000, 0.000]
}